Here is C3H4EuO2 as an isolated structure in a non-equilibrium geometry from the Open Molecules 2025 dataset. Energies are from wB97M-V/def2-TZVPD.

Each line ends with the Löwdin spin population.
Geometry (Å):
Eu  0.0257  2.6768  -0.5757  7.02
O  -1.2123  -0.6721  -0.3340  0.00
O  -2.3079  1.1621  0.4653  -0.01
C  0.8812  0.1725  0.2731  0.01
C  -1.2971  0.4875  0.3002  -0.01
C  0.2066  -1.0351  -0.3353  0.00
H  0.4927  -1.2388  -1.3739  0.00
H  1.9307  0.2051  -0.0528  0.00
H  1.0050  0.1915  1.3657  0.00
H  0.2753  -1.9496  0.2675  0.00

## Properties
* HOMO energy (alpha / beta): -19.216 / -19.205 eV
* total charge: +2
* F_max: 4.93 eV/Å
* multiplicity: 8
* gap between HOMO and LUMO (alpha / beta): 0.3106 / 0.3126 Eh

=====

Here is C49H88CaF3N16O3S as an isolated structure in a non-equilibrium geometry from the Open Molecules 2025 dataset. Energies are from wB97M-V/def2-TZVPD.

Each line ends with the Mulliken charge.
Geometry (Å):
Ca  3.4177  -2.6969  -2.2711  1.68
S  1.7211  -0.8005  0.2662  1.00
F  0.1123  1.3072  0.1456  -0.19
F  -0.8510  -0.5254  -0.4681  -0.15
F  0.5568  0.4568  -1.8075  -0.27
O  1.9819  -1.9582  -0.6611  -0.44
O  2.7409  0.2113  0.1938  -0.60
O  1.2153  -1.2079  1.5433  -0.42
N  3.1887  -0.6601  6.2469  0.13
N  7.2479  3.0745  2.4777  0.18
N  0.2100  3.6455  -5.4741  0.43
N  -3.3367  -0.3678  6.1184  0.22
N  -1.5094  -5.9106  3.6867  0.20
N  -1.3446  -4.1178  2.4758  0.33
N  7.5479  4.2686  4.2706  0.07
N  -2.3765  -4.8739  -3.2019  0.33
N  -3.8619  -5.5499  -4.6726  0.12
N  -6.1170  -0.2028  -4.5615  0.07
N  1.8837  3.9115  -6.8418  0.14
N  -4.5159  -0.9546  -5.8261  0.25
N  1.8282  7.1240  -0.6558  0.09
N  2.8656  -2.0268  4.5571  0.55
N  2.2761  6.1842  -2.5420  0.38
N  -2.8505  1.0907  4.6253  0.21
C  5.5860  1.3450  1.6831  -0.83
C  -3.7841  0.7163  5.5015  -0.07
C  6.8252  4.1351  3.1639  -0.01
C  3.1490  3.7131  -7.5691  -0.85
C  -0.1955  -4.8395  2.2617  -0.78
C  -8.5233  -0.7666  -4.3054  -1.03
C  0.2796  0.1803  -0.5045  0.54
C  6.5686  2.4560  1.3103  -1.07
C  1.0053  4.9564  -7.0613  -0.51
C  3.2404  -0.1961  7.6571  -0.76
C  -1.7610  0.2766  4.7303  -0.84
C  -1.7482  -2.7917  1.9410  -0.73
C  -3.9144  -1.4899  -7.0491  -0.95
C  7.5574  5.3741  5.2446  -0.78
C  -2.0828  -4.7382  3.4030  -0.21
C  -1.9070  -6.8167  4.7884  -0.40
C  -4.4238  -6.0648  -5.9303  -0.63
C  -5.6778  -0.2988  -5.8118  -0.22
C  8.3400  2.5455  3.1315  -0.37
C  -7.4591  0.3302  -4.1705  -0.45
C  -2.5895  -5.5942  -4.3118  -0.10
C  2.9777  -0.7460  4.0802  -0.33
C  -1.0624  -4.7840  -2.5264  -0.92
C  -4.1886  -1.1690  7.0675  -0.34
C  2.7063  5.3465  -1.5617  -0.40
C  3.0504  -1.9234  5.8839  -0.18
C  -0.9053  2.9815  -4.6991  -0.70
C  -0.0048  4.8161  -6.1675  -0.57
C  2.2965  6.0389  -4.0121  -0.35
C  -4.1517  -1.2409  -4.5183  -0.62
C  -2.0930  -0.6924  5.6316  -0.57
C  3.5334  6.7589  -4.5475  -1.24
C  2.4490  5.9229  -0.3549  -0.64
C  -2.9357  2.2762  3.7750  -0.73
C  2.6945  -3.2866  3.8165  -0.01
C  1.3766  8.1291  0.3209  -0.77
C  3.1236  0.1249  5.0987  -0.95
C  3.8523  -4.2043  4.1761  -1.36
C  8.4585  3.2304  4.2866  -0.49
C  -4.2237  -5.1443  -7.1368  -0.89
C  -2.1010  -8.2468  4.2929  -1.23
C  -0.8282  3.0260  -3.1740  -0.83
C  -4.5097  -4.7447  -3.7684  -0.45
C  -3.6253  -4.3436  -2.8305  -0.64
C  1.3975  3.1823  -5.8446  -0.38
C  -0.3353  -5.9780  2.9926  -0.42
C  -5.1988  -0.8214  -3.7570  -0.46
C  1.7491  7.2729  -1.9662  -0.20
C  -3.3577  -1.7230  8.2179  -1.10
H  6.7811  6.0940  4.9925  0.30
H  2.9164  3.1175  -8.4496  0.37
H  -3.1425  -2.2017  -6.7695  0.29
H  -1.0971  -6.9037  5.5173  0.30
H  1.1972  5.7118  -7.8073  0.51
H  1.8266  2.2948  -5.4128  0.43
H  -2.4014  -2.1231  7.8865  0.31
H  -4.9449  -0.4805  7.4394  0.34
H  -7.7134  1.2231  -4.7326  0.41
H  0.3504  -6.7774  3.2276  0.48
H  -3.7946  -3.9332  -1.8507  0.56
H  1.5987  7.8051  1.3333  0.28
H  5.3833  0.6483  0.8664  0.37
H  4.2585  0.1124  7.8837  0.36
H  -0.9294  -2.1874  1.5000  0.14
H  -3.2662  -0.9618  8.9881  0.34
H  3.0263  -1.0971  8.2267  0.29
H  3.5733  6.8356  -5.6350  0.39
H  -3.1910  -4.8181  -7.2447  0.33
H  -4.5715  -2.0179  -7.7381  0.43
H  -8.8948  -1.2142  -3.3871  0.34
H  -3.8892  -2.5681  8.6558  0.39
H  -6.1920  0.0527  -6.6946  0.49
H  -2.5074  -3.0634  1.2025  0.33
H  4.0695  -4.3712  5.2273  0.44
H  -5.4725  -6.3060  -5.7780  0.38
H  -4.7837  1.1231  5.5093  0.38
H  1.3347  6.3119  -4.4297  0.47
H  4.4564  6.2656  -4.2474  0.36
H  -2.3283  -2.2820  2.7071  0.26
H  2.7726  -3.0796  2.7556  -0.07
H  -5.5790  -4.6275  -3.8511  0.53
H  -3.9565  2.4476  3.4390  0.33
H  -5.3004  -0.9278  -2.6905  0.48
H  2.4954  5.6432  0.6814  0.46
H  6.3067  3.2359  0.6009  0.52
H  -1.0503  -3.9699  -1.8064  0.33
H  -1.7773  3.3834  -5.2053  0.43
H  -1.5783  -1.5767  5.9579  0.51
H  2.8351  -0.4483  3.0504  0.49
H  2.9701  -2.7047  6.6249  0.41
H  3.0836  1.1987  5.1283  0.54
H  -2.8997  -8.3133  3.5523  0.35
H  2.5277  4.9964  -4.2427  -0.02
H  3.1744  4.4015  -1.7772  0.61
H  9.0700  3.1436  5.1714  0.51
H  7.4023  5.0315  6.2623  0.33
H  -1.8256  -6.0851  -4.8971  0.39
H  1.3801  8.1615  -2.4567  0.51
H  -1.1938  -8.6989  3.8946  0.38
H  7.4278  1.9526  0.8577  0.33
H  -7.3419  0.5955  -3.1212  0.27
H  -9.4112  -0.2416  -4.6725  0.37
H  -3.0408  -4.4325  3.7917  0.51
H  8.9120  1.6936  2.8048  0.42
H  -4.5563  -5.6686  -8.0314  0.43
H  -0.9313  5.3617  -6.0875  0.55
H  -2.4247  -8.8878  5.1133  0.40
H  3.5316  7.7941  -4.2009  0.40
H  0.1875  3.1029  -2.7766  0.20
H  -4.9185  -4.3074  -7.0331  0.18
H  -3.8875  -6.9876  -6.1545  0.33
H  0.3140  8.3221  0.2007  0.35
H  -0.2074  -4.8878  -3.1898  0.28
H  8.5046  5.8890  5.0976  0.38
H  4.7584  -3.8588  3.6674  0.36
H  4.6254  1.7068  2.0624  0.26
H  1.9218  9.0625  0.1834  0.38
H  -3.5090  -0.6563  -7.6222  0.33
H  -2.7025  3.1853  4.3319  0.37
H  -0.9650  -5.6838  -1.9088  0.45
H  2.5340  0.6003  7.8635  0.36
H  -1.4461  3.8086  -2.7393  0.44
H  3.5703  4.6671  -7.8735  0.35
H  -4.6877  -1.8741  6.4029  0.33
H  -3.2902  -1.8332  -4.2746  0.67
H  3.7962  -5.1899  3.7029  0.40
H  -0.7812  1.9594  -5.0645  0.37
H  3.8544  3.2060  -6.9168  0.35
H  5.9373  0.7130  2.5015  0.46
H  -0.8857  0.4467  4.1290  0.69
H  -2.7390  -6.3882  5.3416  0.38
H  -2.2298  2.1768  2.9569  0.21
H  1.7356  -3.6404  4.1923  0.27
H  0.6184  -4.4760  1.6630  0.64
H  -8.3152  -1.4981  -5.0842  0.33
H  5.9942  4.7745  2.9203  0.41
H  -1.1211  2.0815  -2.7135  0.20

## Properties
* HOMO energy: -24.527 eV
* total charge: +9
* F_max: 2.39 eV/Å
* gap between HOMO and LUMO: 0.1620 Eh

=====

> Among the records above, which one has the lowest F_max?

C49H88CaF3N16O3S